The following is a quantum chemistry calculation of a structure of composition C18H36As3O5SV at a distorted geometry, from OMol25.

The geometry in XYZ format:
```
64
Properties=species:S:1:pos:R:3:forces:R:3
V 0.19341 2.01922 -1.58644 -1.36 0.42 1.17
C -1.86821 0.33128 -4.65810 0.20 0.39 -0.06
As -1.17702 0.14859 -2.85521 0.16 -0.93 0.12
C -0.31847 -1.58865 -3.06371 0.33 0.16 -0.02
C -2.88235 -0.39194 -2.05977 -0.17 0.29 0.03
C -3.07990 -0.90795 -0.62753 -0.13 -0.34 0.13
C -4.57127 -1.29719 -0.56900 -0.08 0.18 -0.02
C -2.87387 0.20397 0.40040 0.06 0.32 -0.65
As -1.16805 1.22623 0.54965 -0.82 -1.40 0.87
C -0.20730 -0.05306 1.70849 0.06 -0.14 -0.46
C -1.91317 2.42063 1.91833 -0.43 0.19 -0.49
C -2.23600 -2.17330 -0.37426 -0.06 0.11 0.00
As -2.85064 -3.46143 1.02145 0.01 -0.07 0.02
C -1.46187 -4.78550 0.61635 0.00 0.09 -0.08
C -1.99244 -2.80239 2.65878 0.01 0.00 -0.06
H -2.54192 1.18368 -4.71759 0.00 0.00 0.00
H -2.40356 -0.58151 -4.91076 0.00 -0.02 0.03
H -1.04954 0.47928 -5.35973 -0.01 0.00 -0.02
H -1.04324 -2.31396 -3.42798 -0.01 0.00 0.01
H 0.10430 -1.93257 -2.12298 -0.06 -0.02 0.02
H 0.49419 -1.49803 -3.78506 -0.05 -0.02 -0.06
H -3.22550 -1.16750 -2.74981 0.00 0.04 -0.05
H -3.53646 0.47393 -2.20550 0.00 0.00 -0.05
H -5.19933 -0.44107 -0.82490 0.01 0.00 -0.05
H -4.85951 -1.62262 0.42964 0.02 -0.03 0.00
H -4.79831 -2.10603 -1.26649 0.02 -0.04 0.04
H -3.10764 -0.15043 1.40651 0.11 0.00 0.03
H -3.60213 0.98744 0.16231 -0.06 -0.01 0.14
H -0.83062 -0.25765 2.57522 -0.09 -0.11 -0.08
H 0.72917 0.37048 2.04594 -0.03 0.04 0.04
H 0.01475 -0.98004 1.18080 -0.22 -0.09 0.06
H -2.33925 1.79048 2.69802 -0.05 -0.07 -0.08
H -2.70042 3.03683 1.48420 -0.07 -0.08 0.01
H -1.15386 3.06533 2.33304 0.03 -0.02 0.03
H -1.17929 -1.93078 -0.24057 0.01 -0.05 0.02
H -2.31468 -2.80039 -1.26890 0.11 0.01 -0.02
H -1.65070 -5.23318 -0.35845 -0.01 -0.04 0.01
H -1.48783 -5.56958 1.37093 0.00 -0.01 -0.01
H -0.47302 -4.32404 0.61356 0.01 -0.02 0.02
H -2.47041 -1.89046 3.01317 0.02 0.00 0.02
H -0.92658 -2.64003 2.51189 0.00 0.03 0.04
H -2.12282 -3.56943 3.42168 -0.04 0.00 -0.01
C 6.90884 0.77567 1.49969 -0.02 0.04 -0.08
C 5.56446 1.41858 1.29774 0.05 -0.04 0.00
C 5.27929 2.15283 0.15125 -0.05 0.01 -0.02
C 4.03663 2.74711 -0.02726 0.02 0.04 0.04
C 3.06429 2.61269 0.95132 0.00 -0.19 -0.52
C 3.32798 1.87937 2.10179 -0.02 0.03 0.04
C 4.57038 1.29171 2.26821 -0.04 0.02 -0.01
S 1.46014 3.35137 0.74922 2.96 0.44 1.28
O 0.57185 2.31448 1.25989 1.18 1.08 -0.18
O 1.53495 4.54442 1.52771 -0.83 0.36 -0.54
O 1.29936 3.52947 -0.73260 -0.42 -0.72 0.04
H 7.56891 0.96540 0.65503 0.00 0.01 0.00
H 6.80937 -0.30451 1.61330 0.02 0.00 0.05
H 7.39035 1.16709 2.39611 0.00 -0.04 0.02
H 6.03637 2.26757 -0.61499 0.03 0.00 0.02
H 3.82670 3.31892 -0.92229 0.01 0.02 0.01
H 2.56858 1.77728 2.86688 0.01 0.02 0.01
H 4.77133 0.72650 3.17039 0.02 0.00 0.00
O 1.86242 0.65140 -1.20937 0.13 -0.45 -0.24
H 2.62746 0.46525 -1.76882 0.06 0.09 0.06
H 1.97754 0.11499 -0.41283 -0.03 0.19 0.13
O -0.97583 2.96575 -1.90799 -0.49 0.35 -0.74
```
Forces are in eV/Å.

Summary:
⟨S²⟩: 0.781
Total charge: +1
Total energy: -248519.932 eV
Spin multiplicity: 2
Highest occupied orbital energy (alpha / beta): -0.409 / -0.409 Eh
HOMO-LUMO gap (alpha / beta): 6.890 / 7.061 eV

Mulliken population analysis, charges in e, atoms 1 to 5: atom 1 (V): 0.31, atom 2 (C): -1.20, atom 3 (As): 0.89, atom 4 (C): -1.29, atom 5 (C): -1.98

---

The following is a quantum chemistry calculation of a structure of composition C18H36BBeBrCa2Cl6FKNO10PS at a distorted geometry, from OMol25.

The geometry in XYZ format:
```
80
Properties=species:S:1:pos:R:3:forces:R:3
C 1.11199 -0.44761 3.93352 0.58 0.50 0.43
C 1.08933 0.88806 4.64470 -0.19 -1.06 -0.95
O 1.54169 1.05035 5.78802 0.47 0.02 0.09
O 0.52048 1.84424 3.96932 -0.42 -0.23 0.03
C -0.61191 2.40567 4.70849 -1.16 0.56 0.91
C -1.73349 1.38127 4.95001 -0.60 0.19 -0.22
C -2.90346 1.39354 3.91004 1.20 -0.91 0.08
C -2.78368 0.17529 2.93910 -1.08 0.82 0.29
C -4.17145 -0.23232 2.38628 1.42 -0.99 -0.42
C -3.99946 -1.54420 1.53668 -0.23 1.75 0.07
C -3.53749 -1.11938 0.11690 -0.49 -0.81 0.09
C -2.96943 -2.24898 -0.75719 0.01 -0.15 0.51
C -1.48481 -2.58070 -0.62235 -0.26 0.87 -0.12
O -0.98667 -2.92916 0.65458 -0.09 0.59 -0.88
B 0.46842 -3.06027 0.38750 1.05 -1.34 0.56
O 0.77892 -2.35035 -0.90147 -0.68 1.20 -0.86
C -0.38712 -1.51501 -1.03922 1.38 -1.48 -0.13
P -0.23834 -0.98132 -2.80877 -1.26 -0.53 1.29
C 1.45331 -0.22351 -2.99412 0.47 0.39 -0.60
C -0.17189 -2.44723 -3.93566 -0.01 0.68 -0.23
H 1.59036 -1.21072 4.56064 -0.22 0.03 -0.18
H 1.64144 -0.36806 2.97498 -0.40 -0.10 0.01
H 0.05724 -0.69787 3.76121 0.30 -0.16 -0.25
H -0.26518 2.77928 5.67887 0.23 0.07 -0.41
H -1.02013 3.22895 4.11878 0.51 -0.08 -0.03
H -1.37577 0.34400 4.99856 0.18 0.28 0.23
H -2.14157 1.60407 5.94600 0.15 -0.01 -0.23
H -2.84507 2.31664 3.31940 -0.41 -0.08 0.24
H -3.83760 1.33282 4.47598 0.04 0.17 -0.31
H -2.10382 0.45287 2.12096 -0.08 -0.26 0.07
H -2.38043 -0.71444 3.44355 0.01 0.26 0.02
H -4.88423 -0.36134 3.20842 0.01 0.24 -0.23
H -4.51202 0.60383 1.68985 -0.14 -1.28 1.37
H -4.99560 -1.99775 1.48542 0.43 -0.41 -0.10
H -3.26778 -2.17283 2.05502 -0.27 -0.19 -0.24
H -2.84272 -0.27034 0.12454 -0.03 -0.18 0.11
H -4.45449 -0.76470 -0.38437 0.36 0.08 -0.01
H -3.13325 -1.97633 -1.80154 0.04 -0.16 0.17
H -3.52314 -3.18394 -0.57102 0.11 0.24 0.06
H -1.31386 -3.41798 -1.32661 0.10 0.12 0.11
H 1.23976 -2.57334 1.20300 -0.17 0.65 0.72
H 0.82902 -4.21287 0.33209 -0.06 -0.15 -0.44
H -0.16213 -0.68114 -0.35295 -1.15 0.30 -0.31
H 1.68864 0.51912 -2.17578 -0.59 -0.85 -0.65
H 1.48142 0.30574 -4.00300 -0.50 -0.72 1.30
H 2.26725 -1.02248 -3.03538 -1.24 0.53 0.35
H -0.41530 -3.36534 -3.39293 -0.17 0.29 -0.02
H 0.82512 -2.55341 -4.38648 -0.15 0.16 0.32
H -0.86092 -2.24071 -4.76277 -0.10 -0.31 0.25
Be -4.57582 1.75343 0.57317 0.00 1.16 -1.15
Cl 1.10506 1.48109 -6.03839 0.24 -0.01 -0.05
C 2.49505 2.35861 -6.71927 -0.22 0.11 0.01
C 3.55682 1.42851 -7.24447 -0.30 0.88 -0.94
Cl 4.37726 0.52523 -5.91155 2.89 3.40 -3.42
H 2.88108 3.02304 -5.94732 -0.02 0.15 -0.14
H 2.11089 2.97779 -7.53903 -0.03 0.07 -0.03
H 4.32648 1.99923 -7.76527 0.04 0.07 0.18
H 3.14246 0.69463 -7.94000 -0.10 -0.21 0.32
Br 3.56502 -1.87574 -5.98334 -1.00 -4.46 -0.33
K 3.66826 1.06193 -3.68918 -0.56 1.36 3.48
C 3.51090 3.70528 5.19012 0.35 -0.25 -0.03
N 2.83764 5.02614 5.35750 -0.27 0.26 0.14
O 1.86657 5.06151 6.07822 -0.06 -0.15 0.03
O 3.32203 5.95000 4.75492 0.12 -0.12 -0.08
H 2.96880 2.96914 5.78633 -0.30 0.43 0.06
H 3.47823 3.44955 4.13174 0.08 0.09 -0.02
H 4.53773 3.81256 5.53814 0.02 0.13 -0.14
F -2.52213 -0.12240 -2.40315 2.27 -0.15 -0.85
O 0.62613 5.12339 -6.54055 0.10 0.02 -0.03
S -0.27670 4.72348 -7.63621 0.56 0.32 -0.01
O -1.06248 3.55456 -7.20134 -0.25 -0.16 -0.22
O 0.52588 4.36957 -8.81849 0.25 -0.55 0.17
O -1.19993 5.81198 -7.96844 -0.19 -0.10 0.36
Ca 5.65421 -1.39590 -7.43620 -0.46 -0.31 0.20
Ca 3.71328 0.65370 5.77250 0.10 -0.37 0.41
C 0.61581 -7.05451 2.68450 -0.16 0.10 -0.03
Cl 1.89383 -7.31083 1.48590 -0.02 0.01 0.06
Cl 1.34108 -6.94169 4.30020 0.02 -0.03 -0.02
Cl -0.24276 -5.55899 2.31630 -0.05 -0.25 0.20
Cl -0.51089 -8.41442 2.64186 0.07 0.03 0.02
```
Forces are in eV/Å.

Summary:
Total charge: +2
Total energy: -263480.348 eV
Highest occupied orbital energy: -0.341 Eh
HOMO-LUMO gap: 1.134 eV

Mulliken population analysis, charges in e, atoms 1 to 5: atom 1 (C): -0.17, atom 2 (C): 0.79, atom 3 (O): -0.98, atom 4 (O): -0.37, atom 5 (C): -0.63